## one
A 2-piece molecular cluster, C4H12N2O2 overall. Source: the OMol25 dataset; level of theory: wB97M-V/def2-TZVPD.

The orbital gap (alpha / beta) comes out at 10.27 / 5.54 eV. As for the expectation value of S²: 0.76. The value obtained for the LUMO energy (alpha / beta) is -3.78 / -8.51 eV. For the molar mass, the calculation gives 120.15 g/mol. Its highest occupied orbital energy (alpha / beta) is -0.51642 / -0.51641 Eh.

Structure (ORCA input):
```
! RIJCOSX wB97M-V def2-TZVPD def2/J DEFGRID3
* xyz 1 2
O -2.340 -1.375 4.584
O 1.307 -1.581 0.348
N 0.240 1.351 -1.420
N 0.816 0.294 1.486
C 0.987 -0.406 0.274
C -1.238 1.017 -1.116
C 0.983 -0.724 -2.287
C 1.120 0.254 -1.078
H 2.231 0.709 -1.313
H 0.810 -0.338 2.351
H 1.843 -0.457 -2.914
H -1.397 0.515 -0.126
H 0.458 2.308 -1.223
H -1.708 2.035 -1.385
H -0.025 -0.709 -2.682
H 0.264 1.122 1.718
H -1.723 0.402 -1.943
H -1.780 -0.611 4.117
H -1.816 -2.095 4.591
H 0.967 -1.711 -1.982
*
```

## two
A 2-piece molecular cluster, C4H12N2O2 overall. Source: the OMol25 dataset; level of theory: wB97M-V/def2-TZVPD.

The orbital gap (alpha / beta) comes out at 9.96 / 4.90 eV. As for the expectation value of S²: 0.76. The value obtained for the LUMO energy (alpha / beta) is -3.47 / -8.54 eV. For the molar mass, the calculation gives 120.15 g/mol. Its highest occupied orbital energy (alpha / beta) is -0.49379 / -0.49379 Eh.

Structure (ORCA input):
```
! RIJCOSX wB97M-V def2-TZVPD def2/J DEFGRID3
* xyz 1 2
O -1.114 -2.221 -0.423
O 1.474 1.349 5.789
N -0.961 -0.156 -1.442
N -2.953 -0.948 -0.608
C 0.786 1.185 -0.508
C 0.415 0.116 -1.640
C 1.383 -1.074 -1.629
C -1.626 -1.198 -0.785
H 1.143 -1.783 -2.413
H 0.772 1.593 6.407
H -3.428 -0.153 -0.993
H -1.520 0.524 -1.947
H 2.413 -0.742 -1.699
H 0.523 0.583 -2.626
H 1.277 -1.594 -0.687
H 1.656 1.734 -0.863
H -0.035 1.832 -0.231
H -3.518 -1.563 -0.058
H 2.195 1.966 6.042
H 1.118 0.549 0.313
*
```

What should be chosen as the most stable of them? Choose two.

## one
C2H3BO3 as an isolated structure. Source: the OMol25 dataset; level of theory: wB97M-V/def2-TZVPD.

The orbital gap comes out at 10.46 eV. The value obtained for the LUMO energy is -0.52 eV. For the molar mass, the calculation gives 85.86 g/mol. Its highest occupied orbital energy is -0.40329 Eh.

Structure (ORCA input):
```
! RIJCOSX wB97M-V def2-TZVPD def2/J DEFGRID3
* xyz 0 1
O -2.258 -0.686 0.032
O -0.608 1.056 -0.123
O -0.045 -1.223 0.214
C 2.752 -0.163 0.088
C 1.647 -0.595 0.009
B -0.964 -0.258 0.037
H 3.735 0.203 0.035
H -2.931 -0.016 -0.086
H -1.328 1.681 -0.206
*
```

## two
A 2-piece molecular cluster, C2H3BO3 overall. Source: the OMol25 dataset; level of theory: wB97M-V/def2-TZVPD.

The orbital gap comes out at 8.79 eV. The value obtained for the LUMO energy is -0.25 eV. For the molar mass, the calculation gives 85.86 g/mol. Its highest occupied orbital energy is -0.33243 Eh.

Structure (ORCA input):
```
! RIJCOSX wB97M-V def2-TZVPD def2/J DEFGRID3
* xyz 0 1
O 1.107 1.045 -0.196
O -2.672 -0.061 1.582
O 3.413 0.935 0.734
C -2.411 -0.522 0.527
C -2.142 -0.985 -0.655
B 2.282 0.846 0.067
H 4.181 0.977 0.172
H -1.118 -0.636 -0.941
H -2.642 -1.599 -1.290
*
```

What should be chosen as the most stable of them? Choose two.

## one
C10H20N2S3Sb as an isolated structure. Source: the OMol25 dataset; level of theory: wB97M-V/def2-TZVPD.

The orbital gap comes out at 5.25 eV. The value obtained for the LUMO energy is 1.67 eV. For the molar mass, the calculation gives 386.25 g/mol. Its highest occupied orbital energy is -0.13180 Eh.

Structure (ORCA input):
```
! RIJCOSX wB97M-V def2-TZVPD def2/J DEFGRID3
* xyz -1 1
Sb 1.082 1.091 -1.375
S -3.035 -0.004 2.702
S -2.940 1.851 0.284
S 3.841 -0.165 0.260
N -4.717 -1.742 -1.396
N -3.571 -0.810 0.186
C -2.969 -2.035 0.097
C -3.744 -2.626 -0.961
C 3.280 0.795 -1.204
C 0.968 2.219 0.529
C -0.285 1.865 1.422
C -3.185 0.265 1.080
C 3.896 -1.957 -0.142
C -4.622 -0.596 -0.685
C -1.560 2.736 1.114
C 2.772 -2.720 0.669
H 2.882 -2.565 1.766
H 4.862 -2.344 0.274
H 1.441 2.642 -2.186
H 3.701 0.393 -2.165
H -5.232 0.312 -0.800
H 2.945 -3.821 0.499
H 1.088 3.311 0.336
H 1.860 1.903 1.142
H -1.280 3.576 0.432
H -0.488 0.770 1.411
H 1.753 -2.486 0.288
H 1.126 0.345 -2.971
H -3.530 -3.634 -1.349
H 3.840 -2.196 -1.225
H 3.735 1.818 -1.096
H -0.630 1.413 -1.612
H -2.122 -2.393 0.696
H 0.018 2.122 2.474
H 0.772 -0.448 -0.581
H -1.953 3.111 2.090
*
```

## two
C10H20N2S3Sb as an isolated structure. Source: the OMol25 dataset; level of theory: wB97M-V/def2-TZVPD.

The orbital gap comes out at 5.11 eV. The value obtained for the LUMO energy is 1.48 eV. For the molar mass, the calculation gives 386.25 g/mol. Its highest occupied orbital energy is -0.13362 Eh.

Structure (ORCA input):
```
! RIJCOSX wB97M-V def2-TZVPD def2/J DEFGRID3
* xyz -1 1
Sb -0.353 -1.280 1.630
S 2.966 -1.300 -1.386
S -1.873 1.445 3.101
S 2.753 1.513 -2.727
N 0.308 -2.159 -4.927
N 1.205 -0.648 -3.489
C -3.421 1.791 2.142
C 1.425 -0.044 2.086
C -3.029 2.477 0.720
C -0.679 -1.113 -4.668
C 3.343 -0.473 0.230
C -1.565 -0.379 3.258
C -0.090 -0.072 -3.700
C 2.203 0.512 0.782
C 1.518 -1.882 -4.186
C 2.259 -0.100 -2.584
H 1.038 0.904 2.627
H 0.603 -2.114 0.422
H 1.471 0.847 -0.022
H 2.100 -0.585 2.829
H -2.536 -0.977 3.424
H 2.752 1.464 1.141
H -3.984 2.617 2.716
H -2.426 3.435 0.866
H -0.501 0.875 -3.241
H 0.245 -2.446 2.839
H 3.516 -1.318 0.992
H -0.975 -0.123 0.470
H 4.289 0.157 0.072
H -4.025 2.808 0.235
H -1.737 -1.033 -5.060
H -0.961 -0.520 4.235
H -1.659 -2.410 1.318
H -4.109 0.899 1.991
H -2.540 1.733 0.008
H 2.467 -2.504 -4.143
*
```

What should be chosen as the most stable of them? Choose one.

## one
A 2-piece molecular cluster, C3H9N2O2S overall. Source: the OMol25 dataset; level of theory: wB97M-V/def2-TZVPD.

The orbital gap comes out at 7.82 eV. The value obtained for the LUMO energy is 3.79 eV. For the molar mass, the calculation gives 137.18 g/mol. Its highest occupied orbital energy is -0.14817 Eh.

Structure (ORCA input):
```
! RIJCOSX wB97M-V def2-TZVPD def2/J DEFGRID3
* xyz -1 1
S 1.879 0.156 0.596
O 1.413 0.748 -0.629
O 1.402 -1.263 0.816
N -1.882 0.081 -0.141
N 3.699 0.048 0.301
C -1.303 1.343 0.240
C -0.974 -0.841 -0.850
C -3.079 -0.097 0.335
H 0.026 -1.088 -0.251
H -0.893 1.354 1.299
H -1.432 -1.859 -0.976
H -3.531 -1.045 0.064
H -0.557 1.601 -0.467
H 3.912 -0.918 -0.017
H -0.579 -0.274 -1.730
H 4.090 -0.090 1.249
H -2.191 2.143 0.162
*
```

## two
A 3-piece molecular cluster, C3H9N2O2S overall. Source: the OMol25 dataset; level of theory: wB97M-V/def2-TZVPD.

The orbital gap comes out at 3.21 eV. The value obtained for the LUMO energy is -1.19 eV. For the molar mass, the calculation gives 137.18 g/mol. Its highest occupied orbital energy is -0.16147 Eh.

Structure (ORCA input):
```
! RIJCOSX wB97M-V def2-TZVPD def2/J DEFGRID3
* xyz -1 1
S 0.549 -2.420 -0.087
O -2.280 0.602 -3.181
O 1.297 0.802 2.094
N -0.383 1.299 -1.417
N 0.562 -0.345 3.968
C -0.334 -0.852 -0.304
C 1.187 -0.223 2.803
C 0.509 0.244 -0.792
H 1.311 -1.186 2.246
H -0.774 -0.339 0.568
H -1.232 0.919 -2.046
H 0.098 2.008 -1.879
H 1.281 -0.110 -1.476
H 1.067 0.763 0.019
H -1.083 -1.139 -1.008
H -2.764 1.061 -3.940
H 0.989 -1.085 4.433
*
```

What should be chosen as the most stable of them? Choose one.

## one
One molecule with the formula C4H5N. Source: the OMol25 dataset; level of theory: wB97M-V/def2-TZVPD.

The orbital gap comes out at 9.34 eV. The value obtained for the LUMO energy is 1.06 eV. For the molar mass, the calculation gives 67.09 g/mol. Its highest occupied orbital energy is -0.30410 Eh.

Structure (ORCA input):
```
! RIJCOSX wB97M-V def2-TZVPD def2/J DEFGRID3
* xyz 0 1
N -0.947 -0.580 0.234
C -0.381 -0.383 -1.050
C 0.662 0.446 -0.889
C 0.899 0.616 0.451
C -0.085 -0.003 1.194
H -0.314 0.237 2.276
H -2.017 -0.932 0.304
H -0.823 -0.885 -1.887
H 1.829 0.896 0.930
H 1.380 0.692 -1.494
*
```

## two
One molecule with the formula C4H5N. Source: the OMol25 dataset; level of theory: wB97M-V/def2-TZVPD.

The orbital gap comes out at 10.67 eV. The value obtained for the LUMO energy is 0.90 eV. For the molar mass, the calculation gives 67.09 g/mol. Its highest occupied orbital energy is -0.35891 Eh.

Structure (ORCA input):
```
! RIJCOSX wB97M-V def2-TZVPD def2/J DEFGRID3
* xyz 0 1
N -2.258 -0.851 -1.535
C -1.469 -0.249 -0.934
C 1.027 -0.023 -0.065
C -0.485 0.514 -0.217
C 0.081 -0.046 1.053
H 0.254 0.569 1.926
H 1.767 0.787 -0.022
H 0.058 1.233 -0.807
H -0.273 -1.054 1.254
H 1.298 -0.880 -0.654
*
```

What should be chosen as the most stable of them? Choose one.

## one
One molecule with the formula C4H5N. Source: the OMol25 dataset; level of theory: wB97M-V/def2-TZVPD.

The orbital gap comes out at 9.43 eV. The value obtained for the LUMO energy is 0.88 eV. For the molar mass, the calculation gives 67.09 g/mol. Its highest occupied orbital energy is -0.31437 Eh.

Structure (ORCA input):
```
! RIJCOSX wB97M-V def2-TZVPD def2/J DEFGRID3
* xyz 0 1
N -0.099 -1.544 1.933
C -0.018 0.908 1.063
C 0.062 -0.515 1.235
C 0.166 0.227 -0.055
C 0.013 0.408 -1.730
H 0.407 1.407 -1.670
H -0.087 -2.461 1.552
H -0.954 0.103 -1.830
H 0.727 -0.408 -2.080
H -0.216 1.873 1.581
*
```

## two
One molecule with the formula C4H5N. Source: the OMol25 dataset; level of theory: wB97M-V/def2-TZVPD.

The orbital gap comes out at 10.64 eV. The value obtained for the LUMO energy is 0.44 eV. For the molar mass, the calculation gives 67.09 g/mol. Its highest occupied orbital energy is -0.37462 Eh.

Structure (ORCA input):
```
! RIJCOSX wB97M-V def2-TZVPD def2/J DEFGRID3
* xyz 0 1
N 2.772 -0.241 -0.048
C 0.169 0.153 0.130
C -0.190 1.462 -0.053
C -0.761 -1.074 -0.042
C 1.620 -0.098 0.054
H -0.439 -1.762 -0.800
H -1.771 -0.773 -0.140
H 0.578 2.280 0.121
H -0.780 -1.727 0.898
H -1.197 1.780 -0.119
*
```

What should be chosen as the most stable of them? Choose two.

## one
One molecule with the formula C4H9ClSi. Source: the OMol25 dataset; level of theory: wB97M-V/def2-TZVPD.

The orbital gap comes out at 10.36 eV. The value obtained for the LUMO energy is 0.89 eV. For the molar mass, the calculation gives 120.65 g/mol. Its highest occupied orbital energy is -0.34780 Eh.

Structure (ORCA input):
```
! RIJCOSX wB97M-V def2-TZVPD def2/J DEFGRID3
* xyz 0 1
Cl -3.267 -0.347 0.216
Si -1.443 -0.268 -0.702
C -0.839 2.846 0.083
C -0.315 -1.624 0.095
C -0.759 1.506 0.256
C 1.232 -1.302 0.427
H 1.339 -0.400 1.097
H -0.156 -2.575 -0.452
H 1.769 -1.198 -0.608
H -1.341 3.388 -0.867
H -0.434 3.524 0.795
H 1.703 -2.130 0.955
H -0.562 1.250 1.271
H -0.882 -2.059 0.881
H -1.782 -0.116 -2.065
*
```

## two
One molecule with the formula C4H9ClSi. Source: the OMol25 dataset; level of theory: wB97M-V/def2-TZVPD.

The orbital gap comes out at 10.68 eV. The value obtained for the LUMO energy is 0.86 eV. For the molar mass, the calculation gives 120.65 g/mol. Its highest occupied orbital energy is -0.36096 Eh.

Structure (ORCA input):
```
! RIJCOSX wB97M-V def2-TZVPD def2/J DEFGRID3
* xyz 0 1
Cl -1.810 2.130 -0.392
Si -1.123 0.265 0.120
C 0.691 -0.009 -0.671
C 1.656 0.783 -0.296
C -1.159 0.237 2.055
C 0.797 -1.193 -1.633
H -1.513 -0.755 2.354
H 1.387 1.597 0.330
H 0.729 -2.038 -0.911
H 1.763 -1.091 -2.277
H 2.706 0.709 -0.694
H -1.995 -0.692 -0.456
H -0.069 -1.433 -2.344
H -0.093 0.526 2.377
H -1.968 0.963 2.439
*
```

What should be chosen as the most stable of them? Choose two.